(1)
{
  "formula": "C39H45CsNOP",
  "method": "ωB97M-V/def2-TZVPD",
  "gap_ev": 5.60,
  "e_homo_ev": -5.62,
  "total_charge": 0,
  "elements": ["H", "H", "C", "H", "C", "Cs", "H", "C", "O", "H", "C", "C", "C", "H", "C", "C", "C", "H", "C", "H", "N", "H", "C", "H", "H", "C", "H", "C", "C", "H", "C", "H", "H", "C", "C", "C", "C", "H", "H", "C", "C", "C", "H", "H", "H", "C", "H", "C", "C", "C", "P", "H", "H", "H", "C", "H", "H", "H", "H", "C", "C", "C", "H", "H", "C", "C", "C", "H", "H", "H", "H", "H", "C", "H", "H", "H", "C", "H", "H", "H", "C", "C", "C", "C", "H", "H", "H", "H"],
  "positions_angstrom": [[-2.083, 1.483, 3.517], [-1.538, 5.637, -0.823], [1.620, -1.774, -3.047], [-3.486, 4.069, 0.771], [-1.377, 3.677, 1.000], [0.475, 0.518, 0.621], [2.461, 4.727, 3.717], [-0.508, 5.300, -0.734], [-1.524, -0.737, 0.020], [2.210, -4.374, 1.945], [-5.130, -1.271, -3.800], [-3.416, -0.438, -2.339], [3.861, -3.160, 1.301], [2.485, 2.964, 3.799], [2.069, 5.232, 0.580], [0.915, 4.452, 1.168], [-3.516, -3.044, 0.954], [4.579, -3.593, 1.986], [-0.320, 4.449, 0.503], [4.026, 1.963, 1.234], [3.528, 0.901, -0.493], [-1.137, -4.331, -2.266], [-2.345, -3.327, 0.252], [-4.667, 0.809, -3.556], [5.380, 1.044, 0.544], [2.044, -2.070, -0.565], [5.264, -1.781, 0.469], [3.350, -1.559, -0.457], [-2.678, 3.554, 0.243], [0.111, 6.193, -0.688], [1.670, -3.062, 0.339], [3.032, 4.811, 0.861], [-2.804, 1.557, 1.927], [-3.431, -5.201, 2.008], [-4.056, -3.975, 1.826], [2.374, 3.810, 3.127], [2.548, -3.597, 1.270], [-5.377, -3.401, -3.828], [-4.967, -3.748, 2.365], [-4.426, -0.204, -3.259], [-1.238, 3.006, 2.222], [-3.818, -2.801, -2.487], [-3.997, -2.083, 0.804], [3.170, 1.975, -2.258], [0.419, 1.449, 4.277], [4.294, 1.028, 0.736], [-5.917, -1.091, -4.522], [0.067, 2.485, 4.320], [0.684, -3.994, -3.305], [3.773, 2.048, -1.353], [-1.691, -1.977, -0.809], [0.651, -4.926, -3.852], [2.103, -0.916, -3.499], [-3.592, -3.814, -2.176], [3.836, -0.345, -1.210], [4.073, 0.203, 1.410], [0.755, 3.046, 4.948], [4.922, -0.429, -1.384], [0.655, -3.425, 0.286], [-0.283, -3.671, -2.385], [1.548, -2.939, -3.725], [1.055, 3.776, 2.387], [2.028, 5.243, -0.506], [2.055, 6.268, 0.930], [-0.251, -2.468, -1.659], [-4.825, -2.569, -3.411], [-3.101, -1.736, -1.946], [4.832, 2.128, -1.648], [-1.768, -6.443, 1.458], [-2.612, 3.961, -0.760], [-0.894, 2.494, 4.827], [-3.192, 2.798, 3.113], [-0.041, 3.101, 2.941], [-2.971, 2.507, 0.146], [3.358, -0.284, -2.183], [3.500, 2.964, -0.824], [-2.386, 2.166, 2.729], [3.220, 3.786, 2.444], [-0.804, -4.784, -0.082], [-3.853, -5.931, 2.688], [-1.720, -4.554, 0.446], [4.242, -2.144, 0.440], [1.025, -1.642, -1.659], [-2.263, -5.490, 1.318], [-0.249, 4.756, -1.647], [2.057, -3.035, -4.678], [0.788, -0.580, -1.488], [-2.861, 0.385, -1.902]]
}

=====

(2)
{
  "formula": "C16H26NSTi",
  "method": "ωB97M-V/def2-TZVPD",
  "multiplicity": 2,
  "gap_ev": [8.34, 8.45],
  "e_homo_ev": [-16.34, -16.26],
  "total_charge": 2,
  "s2": 0.76,
  "elements": ["H", "H", "H", "H", "H", "C", "C", "C", "C", "H", "C", "C", "C", "N", "H", "H", "S", "Ti", "C", "H", "C", "H", "H", "C", "H", "H", "H", "H", "C", "C", "C", "H", "H", "H", "C", "H", "H", "H", "H", "C", "C", "H", "H", "H", "H"],
  "positions_angstrom": [[-3.486, -1.621, -1.097], [2.917, -1.595, -1.494], [0.210, -0.742, 5.491], [2.579, -2.675, 0.314], [-3.351, -0.550, 0.309], [-1.511, 0.544, 2.659], [-0.161, -0.362, 4.547], [0.524, -0.389, 3.358], [0.531, 3.403, -0.653], [-2.374, -2.165, 1.868], [-1.451, -1.034, -0.593], [-1.519, -2.693, 1.447], [-0.770, 0.082, -2.894], [-0.239, 0.141, 2.307], [-1.702, 0.652, -2.843], [2.548, 3.111, -0.003], [-1.825, 0.235, 4.337], [0.159, 0.034, 0.225], [1.555, -2.953, 0.592], [1.384, -3.994, 0.257], [-2.919, -0.767, -0.677], [2.091, 1.983, -1.286], [1.969, -1.949, -2.937], [1.723, 2.484, -0.376], [-0.853, -2.961, 2.269], [1.549, 5.207, -1.348], [0.255, 3.889, 0.292], [2.285, -0.283, -2.469], [2.046, -1.278, -2.074], [-0.476, -0.696, -1.641], [-0.822, -1.908, 0.363], [-2.241, 0.944, 1.964], [1.068, 4.127, -2.662], [-0.352, 2.815, -0.946], [0.568, -2.008, -0.009], [1.513, -2.959, 1.691], [1.520, 1.715, 0.427], [-0.846, -0.581, -3.765], [1.536, -0.768, 3.163], [0.770, -1.296, -1.278], [0.772, 4.513, -1.681], [-3.119, 0.107, -1.309], [0.017, 0.808, -3.130], [-0.148, 5.089, -1.814], [-1.926, -3.653, 1.098]]
}

=====

(3)
{
  "formula": "CH3N2O2P",
  "method": "ωB97M-V/def2-TZVPD",
  "gap_ev": 8.97,
  "e_homo_ev": -9.20,
  "total_charge": 0,
  "elements": ["H", "O", "O", "P", "C", "H", "N", "H", "N"],
  "positions_angstrom": [[1.018, 0.222, 2.468], [0.705, -1.498, -2.853], [-0.813, 0.142, 0.034], [-1.900, -0.938, -2.586], [0.565, 0.725, 1.604], [1.240, 0.847, 0.829], [-0.452, -1.233, -2.674], [0.189, 1.749, 1.971], [-0.551, -0.017, 1.207]]
}

=====

In the order shown, the computed energy values come out to -2004.607545, -1927.074841, -641.073290 Ha.